[1]
Density functional theory data (wB97M-V/def2-TZVPD) for a 19-piece molecular cluster, C76H209N19O19 overall.

## Properties
Spin multiplicity: 1
E_HOMO: -8.43 eV
Relative energy (zero: lowest compared OMol25 entry of this formula, charge and spin): 4.5264 eV

Geometry (Å):
H -0.681 3.522 2.420
C -5.473 0.919 3.843
H 1.816 -6.218 -4.758
H -2.054 -2.503 8.476
H 4.440 -1.120 -2.102
H 2.702 -4.461 0.303
H 3.928 -1.499 3.676
N -2.707 -2.022 7.875
H -2.906 2.506 2.471
H 3.347 -6.848 -0.227
H 0.214 1.861 7.119
H -1.286 -7.394 -3.926
H -7.431 4.769 -3.281
C -0.846 1.992 6.902
H 1.116 -2.547 4.064
H 4.902 -0.105 -7.550
H 3.889 7.227 -3.663
H 7.331 -1.854 5.039
H -8.313 3.481 -0.158
C -1.640 3.981 2.178
H 4.855 5.873 -3.201
H -4.635 -1.363 -2.675
H -6.757 0.527 -3.690
C 1.580 2.463 -4.958
H 2.362 -5.424 -2.247
O 0.877 -1.218 -5.955
H -8.094 0.347 0.424
H 7.916 -1.866 -0.894
H -8.715 -1.432 -2.539
H -0.061 0.206 4.657
H 1.012 6.017 -0.171
N -1.825 -1.855 -5.381
H -2.344 1.345 4.759
H 4.774 3.376 -0.510
C 1.266 5.755 -1.198
H 2.039 -3.707 -2.276
H -7.814 -4.488 -0.060
C -1.832 0.312 8.185
H -3.164 4.829 3.543
N -7.800 4.526 -2.372
H -1.225 -2.615 4.703
H 0.820 0.836 -2.087
H -5.038 3.904 -0.580
H -0.517 -6.065 1.098
C 4.743 6.946 -3.046
O 5.974 -1.497 -3.407
H 4.424 6.048 4.269
H 2.168 -4.742 1.919
H -1.920 -0.824 -0.008
H -3.591 0.020 10.324
H -0.798 -0.539 -4.081
H 4.685 4.158 -8.088
C 0.550 -2.037 -4.860
H -5.738 -6.616 1.289
H -8.005 -0.265 3.709
C -9.559 -3.609 0.979
H 8.968 6.104 -4.024
C 5.950 -2.252 -1.057
H -2.859 -3.023 2.925
C -8.842 0.870 -0.171
H 6.424 0.990 4.078
H -0.943 -0.173 8.589
C 0.838 -6.095 -4.292
H -4.969 -0.068 -5.127
H -2.181 3.339 -3.315
H -3.012 0.537 -2.615
H 2.521 4.643 4.025
H -0.006 -7.505 0.623
H 0.096 -8.677 -5.002
H -2.629 5.786 5.797
H -5.538 -3.264 0.137
H -7.975 -3.973 2.503
H 1.782 0.993 4.419
H 7.661 -0.991 8.243
C -3.057 -0.704 8.354
H 2.072 5.425 1.680
H 0.143 -5.908 -5.111
H 6.162 3.367 -8.643
H 0.263 -0.606 0.536
C 2.426 1.868 4.515
H 3.018 -1.466 -5.657
C -1.258 -2.395 -3.075
N -2.571 2.957 1.632
N 10.003 4.967 -2.051
H -1.082 -6.079 -3.003
H -2.178 -7.298 2.085
H -2.130 2.168 1.182
C -8.377 -3.556 -0.010
H -1.176 2.808 7.545
O -1.362 5.698 4.038
C 5.622 -0.479 -4.292
H 1.001 -4.107 0.719
H 8.347 6.015 -1.403
C -6.206 -2.457 -0.167
H -1.723 3.331 -5.625
N 7.360 -2.613 -1.285
H -11.131 -4.846 1.382
H 0.499 -9.439 -3.399
H 3.837 2.050 -7.046
H 7.331 5.756 -3.752
H -1.962 3.817 4.369
H -4.359 1.220 -1.803
C -3.157 -6.276 -0.105
H -5.140 -7.486 2.658
H 1.713 -8.626 -4.355
N -0.133 1.424 -6.500
H 10.303 4.181 -2.612
H 6.047 6.124 -1.232
H 1.124 -7.162 -2.475
H -2.911 -3.615 -0.433
O 6.499 4.191 -1.292
H 6.572 7.581 -1.533
H -0.350 4.163 -6.302
H -8.559 3.931 -2.673
H 4.245 -2.428 5.109
H -0.124 -0.587 6.824
C -4.844 -0.454 -3.239
H 2.229 -2.506 -6.768
H -8.756 -2.628 -3.845
C -8.978 -3.551 2.436
H -4.483 -5.928 2.399
H -8.686 -3.344 -1.033
C -8.412 -1.631 -3.567
C 0.843 -1.522 3.813
H 4.733 3.303 -5.260
N -0.901 -7.071 -3.050
H 8.066 2.998 -1.993
N 5.859 7.092 -1.012
H 4.866 3.157 2.641
C -1.413 4.975 1.042
H -1.428 -3.452 -3.282
H 6.054 0.492 -4.049
H -6.270 -2.575 -1.249
H 0.489 -1.415 2.788
O 2.281 6.698 -1.601
H -5.191 -1.511 -4.733
H -1.074 4.493 0.126
H 2.436 1.476 -1.998
C 4.593 2.012 -7.830
N 0.539 -0.970 6.164
H 3.458 1.215 0.290
H 6.324 2.900 0.320
H -1.389 -3.573 0.413
C -4.056 0.810 -2.766
H 1.048 -6.023 -0.664
H -6.676 -0.207 -2.104
C 2.195 -1.492 -6.371
H -0.546 2.955 -2.711
O 3.295 2.047 3.464
H -3.877 -0.325 7.744
H 0.452 -3.099 -5.086
O -0.897 0.955 -0.163
C 5.518 0.785 -7.680
H 4.822 5.688 2.638
N 2.678 0.789 0.770
C -3.768 -7.360 0.873
H -2.930 0.625 -0.312
C 0.084 2.282 -5.353
C 1.393 -6.150 0.363
H -1.521 7.113 5.616
H 1.351 2.175 0.024
H 0.617 -1.970 6.286
H 7.348 -2.528 -2.291
N -10.285 -4.857 0.830
C -0.060 -0.873 4.817
H -3.747 3.022 6.076
C 6.773 -1.131 5.635
H -2.227 -1.966 -2.821
H -2.135 -1.365 5.504
N 5.863 0.200 3.793
H 2.066 2.976 -5.789
H -4.388 0.765 5.676
N -4.515 -0.778 -4.570
C -1.652 6.053 5.396
H 2.068 -0.254 -1.744
H 3.060 -7.259 1.344
O -2.058 -1.187 3.500
C 2.516 -7.163 0.404
H 10.297 4.594 -1.160
H -5.458 2.936 5.795
C 2.078 -4.599 -2.901
H 4.733 -1.637 0.575
H -5.164 5.032 -1.940
O -1.605 0.786 6.823
H -6.174 5.148 -0.464
H -9.489 1.517 0.420
H 5.981 -0.620 -5.311
H -3.548 -1.596 2.080
H 0.374 5.958 -1.790
N 4.109 5.783 3.347
C 5.775 -1.903 0.396
O 6.142 3.629 -6.747
H -0.593 -2.311 -2.215
C 8.327 5.385 -3.514
C -5.733 4.473 -1.197
H 4.758 4.918 -5.707
H -8.743 -2.531 2.740
H -9.415 0.071 -0.642
C 4.115 3.261 3.424
N -3.061 1.262 4.054
H 6.137 0.634 -8.565
H 1.282 -1.873 -4.070
H -3.897 -1.770 3.723
C 3.300 4.555 3.268
C -7.918 0.820 3.766
H -2.126 1.148 8.820
H 5.450 -2.479 3.747
C -4.491 2.809 5.309
H 4.914 -0.103 5.562
C 1.838 -4.787 0.881
H -10.275 -2.849 0.665
H 6.399 -1.052 0.667
H 5.906 2.199 -1.140
H 5.980 -2.718 1.090
H 2.620 1.188 1.696
H 2.918 1.688 5.471
H -5.708 -1.546 0.163
O -8.260 1.715 -1.208
H -2.879 0.314 3.757
H -8.783 1.307 4.216
H 3.842 -8.912 -0.823
C 8.571 5.152 -2.032
C -2.089 0.221 0.251
C -3.101 -1.963 3.003
C 4.734 -1.876 4.306
H 1.595 4.735 -1.399
H 7.476 -0.305 5.747
C -4.312 1.409 4.800
H 1.688 2.670 4.531
H -4.142 -8.186 0.268
O -6.754 1.108 4.520
C -3.460 -0.942 9.828
C -7.585 2.808 -0.610
H 4.673 2.001 -9.762
H 2.673 -10.324 -0.601
H -5.400 1.451 2.894
C 0.275 0.484 0.567
H -2.275 5.610 0.836
H -0.432 1.700 -4.589
H -2.154 -2.047 7.030
N 0.283 -6.680 1.129
H -0.820 2.382 5.885
H -1.033 5.472 6.080
H 3.387 6.661 0.172
H 6.139 4.370 -4.799
C 5.529 -1.163 -2.103
H -2.574 -6.793 -0.868
H 5.541 7.555 -3.471
H -2.612 -1.276 -5.126
H 8.441 3.785 -0.453
C -1.170 3.720 -3.172
H 2.908 -4.371 -3.569
H -10.576 -4.996 -0.127
H -2.742 -1.587 10.335
H 3.340 2.665 -9.141
H 3.725 5.410 -1.053
C 5.374 3.337 -7.890
H -6.513 2.866 -2.497
H 4.344 8.411 -1.469
H -5.407 -0.150 3.643
N 3.950 1.863 -9.071
O 6.253 -1.637 6.871
H -1.498 -1.437 -6.240
H -6.839 2.512 0.129
O -0.629 4.351 -4.313
H -4.464 3.460 4.435
C 2.720 4.566 1.850
C 0.661 -8.598 -4.073
C 4.541 7.344 -1.572
H 1.788 3.001 -4.033
C -0.670 3.556 -5.456
C -2.108 4.560 3.585
H -1.522 -4.477 -1.120
C 7.195 -1.908 7.882
H 3.474 -9.431 0.704
H -1.137 4.537 -2.450
H -7.860 1.132 2.723
H -0.678 5.685 1.423
H -9.004 -0.956 -4.185
H -4.432 -1.434 9.882
H 2.388 -0.837 -7.220
C 0.493 -7.241 -3.361
C -6.874 3.552 -1.732
H -2.046 -8.476 1.036
O 1.990 -8.388 -0.026
H 2.050 3.725 1.668
H 1.995 1.456 -4.909
N -2.716 -8.034 1.649
C 1.754 0.767 -1.528
H 0.157 0.774 1.611
H -1.067 1.192 -6.809
C -4.830 -6.810 1.861
H 8.071 -2.476 7.568
H 3.517 4.428 1.119
C 7.917 3.902 -1.402
C -1.429 -1.544 4.693
H 5.086 0.636 3.318
C 5.512 -0.703 4.875
H 8.376 4.441 -4.058
O 0.859 -4.873 -3.566
C -0.840 -1.588 -4.377
H 4.714 3.262 4.334
O -7.459 -2.523 0.519
C -6.401 -0.350 -3.149
H 5.890 -0.205 -1.730
H 0.330 0.550 -6.295
H -4.073 1.612 -3.504
C -2.031 -4.212 -0.193
C 1.503 1.097 -0.034
O -2.338 -5.334 0.592
C 5.835 3.155 -0.620
H 6.207 0.917 -6.846
C 3.471 6.458 -0.896
H 4.540 -0.354 -4.336
H 1.848 -1.104 3.867
H -2.259 0.326 1.323
H -9.625 -4.072 3.142
C 3.001 -9.337 -0.274
H 6.688 -2.299 8.764
O -6.966 -1.589 -3.626
H 5.384 -3.130 -1.369
H -3.946 -5.792 -0.680
C 5.436 4.074 -5.577

[2]
Density functional theory data (wB97M-V/def2-TZVPD) for a 11-piece molecular cluster, C38H106N8O14 overall.

## Properties
Spin multiplicity: 2
Total charge: +1
E_HOMO (spin up / spin down): -10.59 / -10.59 eV
<S²>: 0.76

Geometry (Å):
H -28.937 10.275 -29.894
O -29.267 9.161 -28.231
C -22.901 2.841 -31.581
H -22.873 13.471 -31.007
C -28.128 6.070 -27.014
H -27.243 7.105 -20.974
H -22.679 10.624 -31.208
H -22.699 8.234 -26.518
H -23.378 16.468 -23.758
O -24.014 14.909 -24.916
H -26.901 8.284 -22.263
H -28.464 7.897 -21.746
C -35.919 3.020 -28.186
H -25.470 11.450 -27.250
H -23.437 4.770 -26.942
O -34.312 10.285 -23.894
C -23.589 5.295 -29.539
C -25.883 7.537 -27.125
N -26.632 0.161 -26.664
H -32.607 10.716 -25.830
H -33.618 1.162 -27.856
H -23.774 5.349 -30.612
H -28.616 2.411 -22.087
H -33.956 4.451 -26.921
H -22.993 1.785 -31.324
C -22.989 11.779 -29.673
C -33.664 8.867 -26.476
H -34.156 2.658 -29.394
H -27.540 9.141 -29.192
H -24.024 13.750 -29.671
H -31.804 5.471 -26.668
O -29.006 0.993 -25.514
H -25.933 8.492 -27.648
H -28.265 4.626 -23.373
H -19.559 5.176 -27.544
H -27.144 4.544 -21.222
C -23.637 8.238 -27.074
C -32.649 9.670 -25.527
H -27.063 13.974 -25.534
O -24.814 12.648 -31.119
C -26.534 13.031 -25.395
C -23.261 3.858 -28.912
H -27.557 10.943 -27.303
H -27.213 12.295 -25.826
H -22.868 2.865 -32.670
H -29.833 2.956 -20.934
O -22.151 11.005 -30.503
H -23.785 11.129 -29.311
C -26.737 1.435 -25.977
H -24.325 6.203 -22.200
H -24.065 12.954 -24.172
O -23.293 6.635 -23.970
H -23.787 3.465 -31.461
H -33.264 8.795 -27.487
H -31.075 0.666 -25.218
C -28.203 1.888 -26.223
C -28.554 5.281 -22.551
O -21.785 3.397 -30.831
H -24.272 3.878 -22.563
C -21.924 3.238 -29.432
H -22.756 3.280 -24.398
C -28.365 9.844 -29.072
H -26.300 12.240 -28.948
H -28.309 12.026 -28.363
H -20.655 4.957 -26.186
H -22.552 4.605 -22.605
N -23.204 3.935 -27.459
N -18.214 8.523 -24.072
H -20.924 6.282 -27.263
C -23.947 13.492 -25.113
H -35.909 10.718 -22.902
H -33.092 8.531 -23.705
H -18.778 9.319 -23.810
H -30.525 0.862 -26.790
H -34.648 9.634 -21.984
H -22.643 5.805 -29.358
O -23.468 3.924 -24.402
C -23.514 4.455 -23.094
C -28.227 4.432 -21.274
C -30.358 1.257 -25.788
C -27.148 7.074 -26.410
C -31.537 5.106 -27.660
C -33.015 9.552 -24.077
H -20.681 6.292 -24.424
H -18.743 6.581 -23.201
H -26.845 0.271 -27.645
O -19.273 6.385 -25.919
C -20.133 5.705 -26.783
H -23.713 3.192 -27.001
H -33.245 2.428 -27.006
C -20.028 7.024 -24.899
H -17.356 8.559 -23.540
H -22.994 15.035 -23.042
H -28.695 5.548 -26.243
C -19.149 7.488 -23.649
H -28.768 8.393 -27.946
H -28.206 2.888 -25.790
H -28.002 5.790 -19.755
H -30.973 9.408 -26.629
H -26.575 1.348 -24.903
H -34.540 9.515 -26.505
H -22.979 13.251 -25.552
H -26.507 12.959 -24.308
H -36.137 3.396 -27.187
H -26.820 6.868 -25.391
H -25.102 5.899 -23.699
H -25.116 13.601 -26.866
O -27.597 6.316 -22.895
O -32.270 3.954 -28.075
H -33.992 4.969 -28.613
O -24.713 7.645 -26.283
N -28.629 5.060 -20.062
H -29.553 5.709 -22.469
H -21.770 2.182 -29.211
C -34.423 2.946 -28.377
C -25.108 12.983 -25.968
H -30.544 9.569 -25.114
C -28.764 2.939 -21.145
H -30.648 2.297 -25.936
H -20.818 7.423 -22.311
C -27.510 7.425 -21.981
H -19.659 8.607 -21.845
H -23.987 11.522 -26.752
H -24.039 3.179 -29.262
H -25.743 6.892 -27.992
N -24.933 11.598 -26.407
C -27.777 11.074 -28.362
C -20.134 8.167 -22.722
N -31.254 9.146 -25.695
N -34.049 1.937 -27.372
N -27.864 8.227 -25.972
H -22.064 15.489 -24.509
H -32.164 9.853 -23.467
H -27.361 -0.448 -26.323
H -28.313 2.443 -20.285
H -29.447 5.572 -20.358
H -28.389 1.959 -27.295
H -22.529 11.850 -28.687
H -36.243 3.803 -28.871
H -23.522 6.548 -24.898
H -28.469 7.902 -25.231
H -26.049 3.375 -25.972
C -24.133 5.825 -23.205
H -24.860 2.076 -26.384
H -27.137 8.887 -25.733
H -36.473 2.088 -28.293
H -33.858 7.891 -26.031
H -23.893 9.219 -27.474
H -30.553 4.652 -27.771
H -20.748 7.710 -25.346
H -20.747 8.870 -23.285
C -23.634 13.014 -30.374
H -23.473 7.649 -27.976
H -21.046 3.697 -28.979
C -23.048 15.468 -24.041
H -27.515 5.225 -27.327
H -34.526 11.380 -22.172
H -24.826 13.047 -31.992
C -33.690 4.167 -27.939
C -25.867 2.463 -26.540
H -31.487 5.876 -28.430
H -28.802 6.440 -27.787
C -34.879 10.466 -22.649
H -24.389 5.864 -29.065
O -26.449 11.325 -28.699
H -26.016 2.628 -27.607

[3]
Density functional theory data (wB97M-V/def2-TZVPD) for a 2-piece molecular cluster, C2H6OS overall.

## Properties
SMILES: C=CO.S
Spin multiplicity: 1
E_HOMO: -9.29 eV
Relative energy (zero: lowest compared OMol25 entry of this formula, charge and spin): 1.2242 eV

Geometry (Å):
H -1.793 -0.699 -1.510
C -1.252 -0.712 0.283
S 2.663 0.567 -0.332
O -1.958 -1.295 -0.742
H 3.148 1.035 0.775
C -0.476 0.357 0.118
H 1.313 0.466 0.129
H -0.144 0.714 -0.908
H -0.215 0.849 0.978
H -1.285 -1.281 1.208

Number 1: F_max 2.74 eV/Å. Number 2: F_max 3.55 eV/Å. Number 3: F_max 2.96 eV/Å.